# C14H19NO5S

A single C14H19NO5S molecule (ωB97M-V with the def2-TZVPD basis set, the OMol25 dataset).

Results
**SMILES**: CCOC(=O)c1c(C)[nH]c(C(=O)COC(=O)CSC)c1C
**Maximum force**: 1.1 eV/A
**Highest occupied orbital energy**: -8.482 eV
**Energy relative to the best compared isomer or geometry (same formula, charge and spin)**: 88.4 kJ/mol

Structure (ORCA input):
```
! wB97M-V def2-TZVPD RIJCOSX def2/J DEFGRID3
* xyz 0 1
C 6.05509 1.59191 -0.80010
C 5.55270 1.81120 0.62048
O 4.27512 1.21347 0.81993
C 3.20610 1.92800 0.43171
O 3.28978 3.03881 -0.04420
C 1.94622 1.21972 0.64768
C 0.69295 1.75543 0.32505
C 0.34235 3.07984 -0.23325
N -0.23810 0.84555 0.62807
C 0.35009 -0.29775 1.13585
C -0.38375 -1.45440 1.56470
O 0.11957 -2.44852 2.05332
C -1.92348 -1.41571 1.40181
O -2.31447 -1.69230 0.05658
C -2.76440 -0.71302 -0.70809
O -2.80051 0.45235 -0.38488
C -3.23833 -1.23613 -2.03555
S -4.98120 -1.77929 -1.83600
C -5.22721 -2.42825 -3.51338
C 1.73225 -0.07966 1.16211
C 2.76335 -1.03194 1.63746
H 7.05276 2.00883 -0.90362
H 6.08745 0.52910 -1.02844
H 5.39183 2.08557 -1.50618
H 6.20923 1.32928 1.34829
H 5.48194 2.88343 0.83259
H -0.65374 3.05808 -0.67002
H 0.36588 3.83344 0.55398
H 1.07729 3.37500 -0.97767
H -1.22921 0.96390 0.43629
H -2.34245 -0.45855 1.72702
H -2.33324 -2.23185 2.00215
H -3.20881 -0.44513 -2.78420
H -2.64971 -2.10251 -2.33387
H -4.53814 -3.24848 -3.69340
H -5.08113 -1.63320 -4.23892
H -6.25003 -2.78658 -3.55682
H 3.32387 -0.59162 2.46023
H 2.29819 -1.95538 1.96655
H 3.47396 -1.24094 0.83980
*
```